(1)
10
Properties=species:S:1:pos:R:3:forces:R:3:lowdin_charge:R:1 method="wB97M-V/def2-TZVPD" charge=0 de_lowest_kcal_mol=69.4 lumo_energy_ev=1.166 smiles="C#C.C=C" homo_energy_ev=-10.492
C -1.49169 0.51255 -0.27657 0.742 1.810 -0.843 -0.078
C 3.32908 0.28502 0.13753 3.093 0.408 3.182 -0.060
C -2.37933 -0.31707 0.13282 -1.907 -1.318 2.142 -0.108
C 2.49959 -0.46455 -0.30665 -0.857 0.384 -0.598 -0.053
H -2.16450 -1.30944 0.47025 0.456 -0.695 -0.458 0.046
H 4.21517 0.65403 0.90934 -2.951 -0.900 -2.875 0.102
H -1.76058 1.60133 -0.42726 1.013 -1.478 -0.011 0.087
H -0.57332 -0.02831 -0.38683 1.094 1.122 -0.634 0.018
H -3.30882 -0.01991 0.52879 -1.423 0.573 -0.182 0.032
H 1.63440 -0.91364 -0.78141 0.741 0.094 0.278 0.013


(2)
19
Properties=species:S:1:pos:R:3:forces:R:3:mulliken_spin:R:1 method="wB97M-V/def2-TZVPD" multiplicity=2 charge=-2 lumo_energy_ev="5.160 / 2.122" s_squared=0.76 homo_energy_ev="-2.458 / -2.273"
Ag -2.26682 2.11747 1.21765 0.218 0.108 0.243 0.243
Cl -0.98914 2.20655 3.78222 -0.363 -0.080 -1.031 0.428
Cl -0.94846 4.28381 0.18793 -0.385 -0.792 0.386 0.186
Cl -5.06106 2.74141 1.67151 0.696 -0.201 -0.179 0.016
F -0.92659 -3.14957 1.00290 -1.037 1.122 -0.212 0.000
F -0.40602 -1.63751 2.51175 -0.998 0.179 -0.272 -0.001
F 0.98862 -2.36251 1.12975 1.106 0.525 -0.694 0.000
O -1.87993 -0.18169 0.11439 2.830 -0.481 1.839 0.123
O -0.05871 -1.01851 -0.94822 2.196 -1.075 -3.949 0.010
C -0.30089 -1.95078 1.20213 0.717 -0.531 0.656 -0.002
C -0.54865 -0.68586 0.26973 -2.637 1.808 0.134 0.002
C 0.75172 -0.07838 -1.76442 -0.059 -1.225 -0.326 0.001
C 2.32884 -0.16045 -1.62821 -1.256 -0.261 0.928 -0.001
H 2.65526 -1.18168 -1.82478 -0.202 -0.233 0.465 0.000
H 0.23015 0.01645 0.56691 -0.342 0.659 1.612 -0.003
H 0.58094 -0.44655 -2.77605 -0.372 -0.020 -0.036 -0.001
H 2.59498 0.15799 -0.62031 0.337 -0.193 -0.003 0.001
H 0.32658 0.92523 -1.75366 0.173 0.086 0.591 -0.001
H 2.92922 0.40457 -2.34123 -0.621 0.604 -0.152 0.000


(3)
13
Properties=species:S:1:pos:R:3:forces:R:3:mulliken_spin:R:1 method="wB97M-V/def2-TZVPD" multiplicity=2 charge=0 de_lowest_kcal_mol=83.9 lumo_energy_ev="0.005 / -1.526" s_squared=0.76 homo_energy_ev="-7.455 / -8.593"
Al -0.42068 -2.07841 1.14715 -0.800 1.192 1.558 0.593
O -1.29271 -0.90941 2.33339 0.500 -1.704 -1.303 0.046
O -0.16019 1.10210 -2.52758 1.743 -1.732 -0.806 0.003
C 0.10186 -0.37221 -0.62109 -0.496 0.982 -4.015 -0.007
C -0.60513 0.18136 1.77868 -0.355 1.470 0.105 -0.002
C 0.65406 0.41411 -1.62567 -1.198 2.271 2.270 0.060
C 0.44743 -0.24407 0.75326 2.427 -2.119 1.069 0.269
H 0.32266 -1.13346 -1.64212 -0.959 -0.117 1.610 0.023
H -0.11253 0.77834 2.58007 0.001 -0.455 -0.468 0.005
H 1.50157 -0.03406 1.00107 -0.404 0.368 0.015 -0.008
H -0.71219 0.46436 -2.99325 -0.639 0.021 0.035 0.001
H -1.32077 0.88147 1.29004 0.213 -0.386 0.137 0.011
H 1.59661 0.94988 -1.47395 -0.032 0.210 -0.208 0.006


| no. | E_tot (eV) |
| --- | --- |
| 1 | -4240.951 |
| 2 | -58059.528 |
| 3 | -14931.362 |